# 1
A 10-piece molecular cluster, C63H71BN4O8PS2 overall at a distorted geometry, computed with ωB97M-V/def2-TZVPD.

Last column: Löwdin charge in e.
Element x y z (Å)
C1 3.675 -2.549 1.721  -0.071
O1 3.815 -1.175 1.240  -0.019
B1 2.567 -0.638 0.784  -0.566
O2 1.682 -0.112 1.787  0.154
N1 2.247 -0.593 -0.692  0.119
C2 2.176 0.594 -1.521  -0.200
P1 2.438 2.414 -0.933  0.991
O3 1.927 3.329 -2.300  -0.254
O4 1.152 2.626 0.198  -0.279
N2 1.887 0.252 -2.909  0.116
N3 1.762 -1.099 -2.825  0.061
N4 1.964 -1.572 -1.592  -0.370
S1 1.867 -3.278 -1.165  1.068
C3 0.651 -4.057 -2.318  -0.298
C4 -0.805 -4.289 -1.643  -0.423
O5 -0.812 -4.815 -0.515  0.059
O6 -1.922 -3.913 -2.402  -0.031
C5 -3.164 -4.038 -1.661  -0.101
C6 -3.530 -2.711 -0.797  -0.246
C7 -3.479 -3.007 0.805  -0.020
O7 -4.931 -2.372 -1.074  -0.107
C8 -5.061 -1.006 -1.488  -0.405
O8 -4.405 -0.517 -2.448  0.044
C9 -6.103 0.025 -0.799  -0.418
S2 -6.966 -0.670 0.691  0.677
H1 4.369 -2.733 2.610  0.125
H2 2.614 -2.819 2.061  0.111
H3 3.930 -3.242 0.841  0.065
H4 2.249 0.101 2.561  0.142
H5 1.016 2.974 -2.486  0.075
H6 1.426 2.302 1.085  0.052
H7 0.490 -3.387 -3.242  0.106
H8 1.038 -5.083 -2.644  0.123
H9 -3.260 -4.996 -1.049  0.141
H10 -4.001 -4.100 -2.454  0.147
H11 -2.801 -1.875 -1.050  0.152
H12 -2.525 -2.495 1.182  0.086
H13 -3.494 -4.121 1.032  0.088
H14 -4.406 -2.555 1.320  0.067
H15 -6.927 0.249 -1.574  0.110
H16 -5.615 1.035 -0.571  0.073
H17 -5.935 -0.951 1.582  -0.139
C10 -8.266 -3.994 -5.134  -0.094
C11 -8.806 -4.766 -4.111  -0.094
C12 -8.324 -4.637 -2.813  -0.088
C13 -7.308 -3.728 -2.535  -0.090
C14 -6.767 -2.952 -3.558  -0.094
C15 -7.245 -3.090 -4.859  -0.088
H18 -8.640 -4.098 -6.147  0.102
H19 -9.604 -5.469 -4.326  0.103
H20 -8.742 -5.244 -2.017  0.103
H21 -6.935 -3.624 -1.521  0.090
H22 -5.975 -2.247 -3.338  0.072
H23 -6.822 -2.491 -5.658  0.102
C16 5.955 2.949 0.226  -0.117
C17 5.443 4.049 -0.455  -0.127
C18 6.153 5.245 -0.479  -0.085
C19 7.380 5.338 0.171  -0.084
C20 7.893 4.236 0.848  -0.086
C21 7.179 3.043 0.880  -0.094
H24 5.399 2.016 0.247  0.070
H25 4.490 3.974 -0.966  0.024
H26 5.751 6.104 -1.004  0.105
H27 7.936 6.269 0.148  0.106
H28 8.851 4.309 1.353  0.105
H29 7.577 2.186 1.413  0.101
C22 6.795 -6.474 -0.554  -0.087
C23 6.091 -5.279 -0.659  -0.107
C24 6.641 -4.100 -0.163  -0.113
C25 7.900 -4.116 0.429  -0.095
C26 8.606 -5.311 0.530  -0.082
C27 8.052 -6.490 0.043  -0.082
H30 6.365 -7.393 -0.938  0.104
H31 5.111 -5.265 -1.127  0.087
H32 6.088 -3.169 -0.238  0.086
H33 8.331 -3.197 0.812  0.103
H34 9.589 -5.323 0.990  0.102
H35 8.600 -7.422 0.127  0.093
C28 -4.939 -9.336 -3.265  -0.088
C29 -5.427 -8.219 -3.934  -0.086
C30 -4.691 -7.039 -3.949  -0.086
C31 -3.460 -6.980 -3.301  -0.108
C32 -2.970 -8.099 -2.635  -0.096
C33 -3.711 -9.276 -2.613  -0.092
H36 -5.515 -10.255 -3.251  0.104
H37 -6.384 -8.267 -4.445  0.104
H38 -5.075 -6.165 -4.465  0.101
H39 -2.884 -6.062 -3.317  0.075
H40 -2.010 -8.053 -2.131  0.097
H41 -3.332 -10.146 -2.089  0.102
C34 12.465 -6.784 0.261  -0.097
C35 13.382 -6.964 1.292  -0.091
C36 13.398 -8.157 2.008  -0.091
C37 12.504 -9.173 1.687  -0.092
C38 11.589 -8.994 0.653  -0.096
C39 11.567 -7.798 -0.057  -0.109
H42 12.450 -5.853 -0.296  0.080
H43 14.084 -6.174 1.538  0.101
H44 14.108 -8.295 2.816  0.102
H45 12.519 -10.105 2.242  0.102
H46 10.893 -9.787 0.402  0.101
H47 10.851 -7.656 -0.859  0.096
C40 12.647 -1.194 -3.204  -0.095
C41 11.469 -1.769 -2.739  -0.098
C42 11.500 -2.643 -1.657  -0.096
C43 12.709 -2.934 -1.033  -0.101
C44 13.887 -2.356 -1.496  -0.091
C45 13.857 -1.490 -2.584  -0.092
H48 12.623 -0.516 -4.050  0.101
H49 10.525 -1.536 -3.221  0.098
H50 10.581 -3.096 -1.298  0.088
H51 12.733 -3.611 -0.186  0.084
H52 14.830 -2.583 -1.008  0.103
H53 14.776 -1.044 -2.947  0.102
C46 -4.198 4.020 -0.100  -0.104
C47 -3.961 5.366 -0.362  -0.096
C48 -4.418 6.338 0.522  -0.088
C49 -5.104 5.964 1.674  -0.086
C50 -5.338 4.619 1.938  -0.084
C51 -4.889 3.647 1.049  -0.103
H54 -3.844 3.262 -0.791  0.093
H55 -3.420 5.657 -1.256  0.100
H56 -4.239 7.388 0.314  0.104
H57 -5.456 6.722 2.365  0.077
H58 -5.872 4.328 2.836  0.105
H59 -5.076 2.598 1.253  0.087
C52 -7.095 9.239 2.190  -0.098
C53 -8.160 10.073 1.866  -0.090
C54 -8.692 10.928 2.826  -0.092
C55 -8.153 10.955 4.109  -0.089
C56 -7.086 10.123 4.432  -0.091
C57 -6.560 9.262 3.475  -0.101
H60 -6.683 8.570 1.442  0.085
H61 -8.576 10.057 0.864  0.102
H62 -9.527 11.574 2.575  0.095
H63 -8.565 11.624 4.857  0.087
H64 -6.664 10.145 5.432  0.102
H65 -5.731 8.609 3.729  0.090
C58 -11.620 12.673 5.118  -0.096
C59 -12.685 13.508 4.794  -0.094
C60 -13.217 14.362 5.754  -0.095
C61 -12.678 14.389 7.036  -0.095
C62 -11.611 13.557 7.360  -0.096
C63 -11.084 12.696 6.402  -0.100
H66 -11.207 12.004 4.369  0.083
H67 -13.101 13.492 3.792  0.101
H68 -14.051 15.008 5.503  0.101
H69 -13.090 15.058 7.784  0.101
H70 -11.189 13.579 8.359  0.101
H71 -10.256 12.043 6.656  0.092

Calculated values
HOMO	-10.16	eV
total charge	+1
orbital gap	0.1922	hartree
DFT total energy	-4426.40563	Ha

***

# 2
A 2-piece molecular cluster, C63H77N4 overall at a distorted geometry, computed with ωB97M-V/def2-TZVPD.

Last column: Löwdin charge in e.
Element x y z (Å)
C1 -1.596 1.556 -0.034  -0.076
C2 -2.468 2.107 1.055  -0.523
C3 -1.886 3.452 1.519  -0.031
C4 -3.863 2.380 0.470  -0.030
C5 -2.600 1.076 2.195  -0.114
C6 -3.223 1.502 3.374  -0.038
C7 -3.486 0.595 4.397  -0.061
C8 -3.324 -0.768 4.154  -0.047
C9 -2.957 -1.228 2.879  -0.086
C10 -3.439 -2.645 2.468  -0.527
C11 -2.410 -3.696 2.894  -0.047
C12 -3.784 -2.706 0.979  -0.046
C13 -4.748 -3.009 3.201  -0.064
C14 -2.218 -0.288 2.091  -0.066
N1 -0.939 -0.662 1.556  0.047
C15 0.249 -0.103 2.040  -0.248
C16 0.470 1.209 2.381  -0.022
C17 1.606 1.651 3.212  -0.206
C18 2.767 2.241 2.666  -0.051
C19 3.886 2.467 3.467  -0.082
C20 3.829 2.227 4.844  -0.086
C21 2.625 1.822 5.425  -0.085
C22 1.507 1.594 4.625  -0.039
N2 1.192 -1.119 2.071  0.011
C23 2.460 -1.138 2.763  -0.067
C24 2.524 -1.534 4.123  -0.073
C25 1.349 -2.127 4.959  -0.508
C26 1.538 -1.838 6.452  -0.058
C27 1.338 -3.646 4.747  -0.026
C28 0.002 -1.534 4.586  -0.043
C29 3.765 -1.492 4.763  -0.034
C30 4.939 -1.290 4.053  -0.051
C31 4.874 -1.091 2.687  -0.039
C32 3.649 -0.904 2.041  -0.084
C33 3.748 -0.494 0.548  -0.509
C34 4.873 0.544 0.380  -0.047
C35 2.485 0.149 0.003  -0.060
C36 4.072 -1.737 -0.287  -0.033
C37 0.671 -2.208 1.385  -0.053
C38 -0.604 -1.929 1.071  -0.076
H1 -1.976 0.617 -0.448  0.091
H2 -1.529 2.302 -0.819  0.038
H3 -0.578 1.370 0.306  0.074
H4 -2.415 3.839 2.396  0.083
H5 -0.817 3.381 1.753  0.080
H6 -1.966 4.181 0.698  0.077
H7 -4.536 2.786 1.238  0.091
H8 -3.792 3.113 -0.346  0.088
H9 -4.310 1.459 0.066  0.085
H10 -3.474 2.560 3.489  0.110
H11 -3.863 0.947 5.360  0.109
H12 -3.583 -1.489 4.932  0.116
H13 -2.119 -3.533 3.943  0.087
H14 -2.846 -4.704 2.799  0.093
H15 -1.507 -3.658 2.278  0.056
H16 -4.687 -2.110 0.795  0.090
H17 -3.001 -2.307 0.335  0.050
H18 -3.987 -3.747 0.690  0.096
H19 -5.523 -2.257 3.006  0.095
H20 -5.124 -3.973 2.828  0.092
H21 -4.604 -3.111 4.283  0.079
H22 -0.401 1.843 2.317  0.065
H23 2.738 2.556 1.616  0.084
H24 4.801 2.866 3.019  0.105
H25 4.712 2.392 5.468  0.106
H26 2.561 1.688 6.507  0.106
H27 0.531 1.377 5.065  0.114
H28 1.698 -0.765 6.618  0.083
H29 0.638 -2.134 7.005  0.090
H30 2.374 -2.403 6.878  0.079
H31 1.201 -3.899 3.688  0.077
H32 2.289 -4.080 5.081  0.091
H33 0.526 -4.109 5.323  0.092
H34 -0.393 -1.950 3.660  0.058
H35 -0.746 -1.750 5.364  0.095
H36 0.067 -0.443 4.485  0.070
H37 3.834 -1.638 5.840  0.107
H38 5.897 -1.299 4.572  0.113
H39 5.806 -1.046 2.115  0.109
H40 5.860 0.126 0.605  0.075
H41 4.900 0.908 -0.656  0.087
H42 4.698 1.401 1.045  0.070
H43 1.710 -0.573 -0.270  0.089
H44 2.067 0.854 0.724  0.054
H45 2.732 0.731 -0.889  0.054
H46 3.275 -2.485 -0.187  0.078
H47 4.155 -1.467 -1.349  0.089
H48 5.016 -2.190 0.038  0.088
H49 1.258 -3.094 1.198  0.133
H50 -1.291 -2.521 0.497  0.097
C39 -5.923 -2.137 -6.022  -0.049
N3 -5.690 -1.384 -4.809  -0.174
C40 -6.807 -1.207 -3.903  -0.045
C41 -4.463 -0.860 -4.546  -0.205
C42 -4.208 -0.135 -3.349  0.013
C43 -2.951 0.389 -3.107  0.005
C44 -1.871 0.217 -4.012  -0.157
C45 -0.574 0.805 -3.744  -0.062
C46 -0.449 1.856 -2.792  -0.053
C47 0.695 2.150 -2.053  0.010
C48 0.894 3.397 -1.361  -0.201
C49 2.134 3.667 -0.717  -0.025
C50 2.397 4.919 -0.169  -0.061
C51 1.410 5.923 -0.195  -0.047
C52 0.146 5.645 -0.745  -0.065
C53 -0.101 4.410 -1.350  -0.033
C54 0.589 0.412 -4.528  -0.191
C55 1.467 1.408 -5.022  -0.004
C56 2.411 1.099 -5.982  0.003
C57 2.622 -0.255 -6.353  -0.215
N4 3.546 -0.568 -7.298  -0.185
C58 3.963 -1.935 -7.524  -0.050
C59 4.150 0.466 -8.108  -0.052
C60 1.864 -1.279 -5.727  0.000
C61 0.849 -0.944 -4.855  -0.023
C62 -2.144 -0.507 -5.204  0.000
C63 -3.397 -1.023 -5.473  0.002
H51 -5.247 -3.004 -6.079  0.101
H52 -6.964 -2.475 -6.021  0.089
H53 -5.741 -1.512 -6.909  0.100
H54 -7.096 -0.147 -3.805  0.103
H55 -7.661 -1.763 -4.309  0.089
H56 -6.571 -1.584 -2.895  0.097
H57 -5.007 0.023 -2.624  0.103
H58 -2.802 0.955 -2.192  0.081
H59 -1.339 2.488 -2.703  0.111
H60 1.593 1.552 -2.199  0.110
H61 2.916 2.903 -0.736  0.102
H62 3.386 5.121 0.262  0.117
H63 1.622 6.917 0.209  0.113
H64 -0.649 6.396 -0.728  0.115
H65 -1.048 4.244 -1.872  0.112
H66 1.349 2.441 -4.687  0.126
H67 3.014 1.894 -6.433  0.106
H68 4.345 -2.397 -6.598  0.103
H69 3.130 -2.547 -7.899  0.095
H70 4.759 -1.920 -8.276  0.088
H71 3.390 1.016 -8.687  0.104
H72 4.700 1.194 -7.489  0.094
H73 4.845 -0.018 -8.802  0.088
H74 2.057 -2.326 -5.966  0.106
H75 0.234 -1.733 -4.413  0.131
H76 -1.359 -0.653 -5.948  0.120
H77 -3.568 -1.540 -6.416  0.103

Calculated values
energy above the lowest of the compared OMol25 structures with the same formula, charge and spin	105.7	kJ/mol
HOMO	-8.41	eV
total charge	+1
orbital gap	0.1543	hartree
DFT total energy	-2665.51930	Ha

***

# 3
A 2-piece molecular cluster, C63H83N4O4 overall at a distorted geometry, computed with ωB97M-V/def2-TZVPD.

Last column: Löwdin charge in e.
Element x y z (Å)
C1 -10.652 1.040 3.831  -0.041
O1 -10.918 -0.326 3.452  -0.066
C2 -10.158 -0.920 2.497  -0.185
C3 -9.081 -0.341 1.818  0.013
C4 -8.109 -1.142 1.208  -0.223
C5 -6.806 -0.543 0.701  -0.070
C6 -5.662 -0.580 1.736  -0.137
C7 -6.143 0.085 3.031  -0.379
O2 -6.819 -0.412 3.930  0.096
N1 -5.608 1.345 3.038  -0.033
C8 -6.046 2.353 3.976  -0.004
C9 -4.655 1.610 1.967  -0.457
C10 -5.275 2.546 0.919  0.013
C11 -3.384 2.258 2.539  0.007
N2 -4.476 0.241 1.445  0.038
C12 -3.423 -0.189 0.719  0.022
C13 -2.516 0.661 0.092  -0.060
C14 -1.418 0.327 -0.733  0.086
C15 -1.303 0.992 -2.008  -0.223
C16 -0.872 0.288 -3.163  -0.008
C17 -0.906 0.870 -4.421  -0.051
C18 -1.356 2.188 -4.568  -0.043
C19 -1.812 2.894 -3.448  -0.058
C20 -1.735 2.337 -2.178  -0.025
C21 -8.339 -2.515 1.083  0.018
C22 -9.444 -3.117 1.701  -0.190
O3 -9.643 -4.450 1.869  -0.069
C23 -8.681 -5.370 1.312  -0.050
C24 -10.413 -2.304 2.332  -0.150
O4 -11.480 -2.873 2.966  -0.081
C25 -11.293 -3.310 4.352  -0.017
H1 -11.409 1.272 4.580  0.096
H2 -9.650 1.134 4.270  0.088
H3 -10.755 1.710 2.968  0.093
H4 -8.957 0.748 1.848  0.116
H5 -6.463 -1.103 -0.185  0.128
H6 -6.963 0.501 0.393  0.106
H7 -5.381 -1.626 1.941  0.174
H8 -6.867 1.931 4.567  0.097
H9 -5.222 2.647 4.644  0.098
H10 -6.400 3.247 3.440  0.100
H11 -6.339 2.322 0.771  0.085
H12 -5.184 3.583 1.270  0.097
H13 -4.761 2.459 -0.048  0.089
H14 -2.866 1.564 3.209  0.107
H15 -2.693 2.586 1.759  0.075
H16 -3.680 3.153 3.104  0.093
H17 -3.361 -1.275 0.574  0.159
H18 -2.753 1.726 0.150  0.071
H19 -0.852 -0.584 -0.527  0.128
H20 -0.522 -0.735 -3.020  0.126
H21 -0.554 0.306 -5.287  0.123
H22 -1.327 2.667 -5.547  0.121
H23 -2.210 3.906 -3.561  0.117
H24 -1.997 2.927 -1.296  0.115
H25 -7.615 -3.139 0.550  0.111
H26 -9.030 -6.353 1.628  0.095
H27 -8.665 -5.309 0.213  0.097
H28 -7.674 -5.178 1.710  0.092
H29 -12.259 -3.724 4.637  0.093
H30 -10.513 -4.079 4.390  0.088
H31 -11.036 -2.447 4.978  0.087
C26 2.956 -3.039 -2.092  -0.047
C27 3.113 -3.770 -0.765  -0.520
C28 2.622 -5.208 -0.980  -0.076
C29 4.579 -3.934 -0.375  -0.046
C30 2.292 -3.010 0.328  -0.069
C31 1.048 -3.556 0.639  -0.047
C32 0.364 -3.175 1.782  -0.070
C33 0.898 -2.171 2.584  -0.046
C34 2.005 -1.419 2.180  -0.066
C35 2.399 -0.257 3.153  -0.520
C36 2.848 0.999 2.431  -0.060
C37 3.478 -0.751 4.123  -0.034
C38 1.218 0.202 4.021  -0.079
C39 2.692 -1.810 0.991  -0.064
N3 3.772 -1.000 0.439  0.006
C40 5.106 -0.920 1.045  -0.114
C41 5.818 0.136 0.248  -0.105
N4 4.904 0.473 -0.851  0.013
C42 5.400 1.336 -1.914  -0.058
C43 6.376 0.850 -2.846  -0.072
C44 7.056 -0.552 -2.930  -0.522
C45 7.368 -0.937 -4.389  -0.066
C46 6.175 -1.680 -2.430  -0.051
C47 8.406 -0.495 -2.200  -0.034
C48 6.854 1.732 -3.815  -0.049
C49 6.164 2.888 -4.145  -0.050
C50 5.248 3.375 -3.229  -0.052
C51 5.047 2.722 -2.004  -0.077
C52 4.677 3.679 -0.829  -0.519
C53 3.692 4.762 -1.289  -0.056
C54 5.968 4.369 -0.361  -0.030
C55 4.028 2.962 0.334  -0.068
C56 3.653 -0.090 -0.604  -0.246
C57 2.408 0.246 -1.148  -0.038
C58 2.341 0.919 -2.430  -0.238
C59 2.939 0.373 -3.593  -0.030
C60 2.989 1.096 -4.775  -0.074
C61 2.427 2.374 -4.855  -0.093
C62 1.795 2.909 -3.733  -0.117
C63 1.710 2.185 -2.549  -0.078
H32 3.228 -1.983 -1.983  0.038
H33 3.582 -3.502 -2.870  0.097
H34 1.907 -3.063 -2.417  0.094
H35 2.632 -5.770 -0.039  0.098
H36 1.625 -5.251 -1.428  0.076
H37 3.307 -5.717 -1.671  0.091
H38 4.662 -4.399 0.618  0.104
H39 5.086 -4.589 -1.102  0.095
H40 5.115 -2.986 -0.371  0.030
H41 0.622 -4.349 0.022  0.105
H42 -0.564 -3.665 2.063  0.104
H43 0.410 -1.969 3.536  0.100
H44 2.070 1.368 1.752  0.096
H45 3.064 1.790 3.165  0.101
H46 3.758 0.835 1.862  0.045
H47 3.038 -1.455 4.839  0.093
H48 4.300 -1.271 3.623  0.069
H49 3.892 0.095 4.685  0.097
H50 0.938 -0.549 4.766  0.076
H51 1.512 1.101 4.575  0.091
H52 0.343 0.455 3.412  0.085
H53 5.050 -0.646 2.105  0.092
H54 5.619 -1.893 1.015  0.116
H55 6.021 1.028 0.863  0.117
H56 6.788 -0.193 -0.134  0.098
H57 8.176 -0.339 -4.823  0.074
H58 7.700 -1.983 -4.430  0.091
H59 6.478 -0.845 -5.025  0.094
H60 5.845 -1.514 -1.410  0.043
H61 5.288 -1.790 -3.065  0.079
H62 6.730 -2.632 -2.453  0.104
H63 8.325 -0.143 -1.167  0.069
H64 8.871 -1.490 -2.191  0.094
H65 9.085 0.191 -2.725  0.091
H66 7.755 1.487 -4.376  0.107
H67 6.389 3.435 -5.061  0.114
H68 4.739 4.313 -3.461  0.111
H69 2.806 4.310 -1.749  0.061
H70 3.364 5.345 -0.419  0.088
H71 4.152 5.463 -1.992  0.079
H72 6.703 3.631 -0.015  0.088
H73 6.419 4.942 -1.182  0.091
H74 5.751 5.061 0.466  0.093
H75 4.773 2.440 0.939  0.064
H76 3.516 3.675 0.995  0.097
H77 3.272 2.260 -0.032  0.063
H78 1.530 0.013 -0.555  0.092
H79 3.371 -0.626 -3.536  0.093
H80 3.506 0.675 -5.639  0.108
H81 2.485 2.943 -5.784  0.106
H82 1.348 3.903 -3.794  0.111
H83 1.158 2.559 -1.685  0.113

Calculated values
HOMO	-8.91	eV
total charge	+1
orbital gap	0.1522	hartree
DFT total energy	-2970.04214	Ha